Record 1
ORCA calculation (wB97M-V/def2-TZVPD) on 2 unconnected molecules or ions with the total composition C4H3NO in a non-equilibrium geometry.

- energy (eV) = -7726.031
- ΔE to the lowest compared entry with this formula, charge and spin (kcal/mol) = 154.8
- frontier orbital gap (eV) = 8.21

ORCA input file:
```
! wB97M-V def2-TZVPD RIJCOSX def2/J DEFGRID3
* xyz 0 1
C 0.1990 0.2557 0.8058
C 0.3278 -1.0494 0.4299
C -1.2084 0.5534 0.7235
C -1.7591 -0.5730 0.1010
N -2.2731 0.6626 -0.3474
O -0.8921 -1.5393 -0.0800
H 0.9883 1.0276 0.9758
H 1.0192 -1.8190 0.5216
H -2.0285 0.8821 -1.8435
*
```

Results of the Löwdin charge analysis, in e, for atoms 1 through 5: C -0.03; C -0.03; C -0.16; C -0.36; N 0.09

---

Record 2
ORCA calculation (wB97M-V/def2-TZVPD) on a molecular structure, C3H7N3O in a non-equilibrium geometry.

- energy (eV) = -9735.897
- ΔE to the lowest compared entry with this formula, charge and spin (kcal/mol) = 164.6
- frontier orbital gap (eV) = 8.41

ORCA input file:
```
! wB97M-V def2-TZVPD RIJCOSX def2/J DEFGRID3
* xyz 0 1
N 0.8827 0.4245 1.0815
C -0.2942 -0.9210 -0.6795
C 0.2227 0.8734 0.0611
N -1.2978 -1.5036 0.0080
C 0.1065 1.7994 -0.8653
O 0.1581 -0.1753 2.1139
N 0.1717 -1.3638 -1.7675
H 0.8097 -0.7915 2.4864
H 1.2005 1.8050 1.4771
H -1.5875 -2.4269 -0.2937
H -1.3649 -1.2757 0.9889
H 0.9473 -0.8294 -2.1502
H -0.3119 1.5591 -1.8356
H 0.3572 2.8259 -0.6251
*
```

Results of the Löwdin charge analysis, in e, for atoms 1 through 5: N -0.09; C -0.39; C -0.34; N 0.09; C 0.02

---

Record 3
ORCA calculation (wB97M-V/def2-TZVPD) on a molecular structure, C14H18BrN4O9Sc.

- energy (eV) = -129948.277
- ΔE to the lowest compared entry with this formula, charge and spin (kcal/mol) = 0.0
- frontier orbital gap (eV) = 9.62

ORCA input file:
```
! wB97M-V def2-TZVPD RIJCOSX def2/J DEFGRID3
* xyz 0 1
Sc 0.2049 0.5141 0.2439
O 0.9102 2.1354 -1.3019
C 2.0120 1.6531 -2.0858
C 3.0894 1.1027 -1.1744
N 2.5196 0.1185 -0.2423
C 2.5796 -1.2655 -0.7164
C 1.4834 -2.1104 -0.0550
O 1.4276 -3.3003 -0.2856
O 0.6492 -1.4422 0.6880
C 3.1121 0.2737 1.0952
C 2.5010 1.4864 1.8101
O 3.1452 2.1005 2.6269
O 1.2661 1.7302 1.4522
H 1.2089 2.8651 -0.7405
H 2.4045 2.4510 -2.7187
H 1.5918 0.8706 -2.7146
H 3.5096 1.9225 -0.5866
H 3.9060 0.6765 -1.7674
H 3.5551 -1.7279 -0.5368
H 2.3830 -1.2912 -1.7890
H 4.1997 0.3758 1.0550
H 2.8684 -0.6077 1.6906
Br 0.6919 -0.7604 3.8392
C -1.0788 -0.5428 3.2347
C -2.1044 -0.9725 4.0645
C -3.4087 -0.7602 3.6586
C -3.6453 -0.1079 2.4586
C -2.5589 0.2827 1.7045
N -1.2872 0.0496 2.0681
C -2.7385 1.0459 0.4005
O -3.8540 1.2752 -0.0128
O -1.6163 1.3809 -0.1516
H -1.8682 -1.4518 5.0024
H -4.2312 -1.0872 4.2809
H -4.6367 0.1143 2.0926
C -1.5404 1.3001 -3.3595
O -2.0879 0.0235 -2.9876
C -1.3934 -0.6965 -2.1235
O -0.2335 -0.4241 -1.7690
N -2.0800 -1.7598 -1.6970
N -1.5667 -2.7776 -0.8856
H -2.2777 1.7389 -4.0235
H -0.5962 1.1641 -3.8846
H -1.4058 1.9147 -2.4745
H -3.0349 -1.8612 -1.9982
H -0.7905 -3.2354 -1.3529
H -1.1844 -2.3833 -0.0311
*
```

Results of the Löwdin charge analysis, in e, for atoms 1 through 5: Sc 1.06; O -0.10; C -0.18; C -0.13; N -0.21

---

Record 4
ORCA calculation (wB97M-V/def2-TZVPD) on 2 unconnected molecules or ions with the total composition C5H10N in a non-equilibrium geometry.

- energy (eV) = -6820.775
- ΔE to the lowest compared entry with this formula, charge and spin (kcal/mol) = 125.8
- frontier orbital gap (alpha / beta) (eV) = 6.13 / 9.72
- <S²> = 2.0075

ORCA input file:
```
! wB97M-V def2-TZVPD RIJCOSX def2/J DEFGRID3
* xyz 1 3
C 0.2909 0.1047 -2.1323
C 1.0070 -0.8902 -1.8158
C -1.7119 0.6909 0.3389
C 0.7479 -0.1620 1.7127
C 0.0696 -0.3960 0.3624
N 0.8307 0.0782 -0.7398
H -0.4204 0.6143 -2.7522
H 1.5783 -1.8579 -1.8788
H -1.3514 1.6279 0.1394
H -2.3679 0.4123 -0.4238
H -2.1832 0.6589 1.2855
H 0.6821 0.8496 2.0686
H 1.6599 -0.5340 1.9375
H 0.1525 -0.7834 2.4345
H -0.4960 -1.2566 0.0997
H 1.5120 0.8436 -0.6367
*
```

Results of the Löwdin charge analysis, in e, for atoms 1 through 5: C 0.11; C 0.08; C 0.06; C -0.02; C -0.18

---

Record 5
ORCA calculation (wB97M-V/def2-TZVPD) on a gas-phase ion, C4H9N (charge +1) in a non-equilibrium geometry.

- energy (eV) = -5775.584
- ΔE to the lowest compared entry with this formula, charge and spin (kcal/mol) = 19.7
- frontier orbital gap (alpha / beta) (eV) = 11.23 / 9.49
- <S²> = 0.7601

ORCA input file:
```
! wB97M-V def2-TZVPD RIJCOSX def2/J DEFGRID3
* xyz 1 2
C -0.4017 -1.9161 -0.6338
N -0.5318 0.2254 1.2984
C 0.1094 0.4695 0.1159
C -0.0083 -0.4793 -0.8884
C 0.8120 1.7709 0.0069
H 0.0454 -2.5645 -1.3861
H -0.0754 -2.3006 0.3322
H -1.5075 -1.9488 -0.5382
H -1.2451 -0.4627 1.1232
H -0.0615 0.6693 2.0699
H 0.5098 -0.2868 -1.8267
H 1.1921 2.0008 -0.9893
H 1.7626 1.7182 0.5609
H 0.2661 2.6327 0.3978
*
```

Results of the Löwdin charge analysis, in e, for atoms 1 through 5: C -0.04; N 0.25; C -0.29; C 0.04; C 0.00

---

Record 6
ORCA calculation (wB97M-V/def2-TZVPD) on a molecular structure, C3H3AgO4 in a non-equilibrium geometry.

- energy (eV) = -15322.597
- ΔE to the lowest compared entry with this formula, charge and spin (kcal/mol) = 37.2
- frontier orbital gap (alpha / beta) (eV) = 9.66 / 4.29
- <S²> = 2.0076

ORCA input file:
```
! wB97M-V def2-TZVPD RIJCOSX def2/J DEFGRID3
* xyz 2 3
C 2.0710 0.0426 -0.3612
C 1.2030 -0.9474 -0.5323
H 0.5928 -1.8250 -0.3262
Ag 3.8131 1.2306 0.1829
O 1.0165 0.0944 -1.3664
O 2.8942 -2.7123 1.4646
C 2.7577 -3.6615 2.1944
O 1.6002 -4.2258 2.5228
O 3.7771 -4.2375 2.8120
H 0.8684 -3.7663 2.0902
H 3.4844 -4.9720 3.3689
*
```

Results of the Löwdin charge analysis, in e, for atoms 1 through 5: C -0.04; C -0.05; H 0.14; Ag 0.83; O 0.12

---

Q: The highest energy belongs to which entry?
A: C4H9N